(1)
ORCA calculation (wB97M-V/def2-TZVPD) on a molecular structure, C2H2N4 in a non-equilibrium geometry.

The geometry in XYZ format:
```
8
Properties=species:S:1:pos:R:3:forces:R:3:lowdin_spin:R:1
C 0.919 1.020 -0.728 -0.88 0.07 -0.37 0.16
C 0.660 -0.289 -0.267 -1.92 1.67 1.21 0.20
N 0.256 1.982 -0.784 1.46 1.02 -0.60 0.04
N -1.441 1.240 0.264 -1.49 2.92 0.18 1.01
N 1.262 -1.323 -0.082 -0.24 -3.63 1.71 0.22
N -1.058 0.108 0.280 3.57 -1.99 -2.24 0.32
H 0.865 -2.138 0.549 0.89 2.35 -1.88 0.02
H -1.464 -0.600 0.768 -1.39 -2.42 1.97 0.03
```
Positions in Å, forces in eV/Å.

As for the energy above the lowest of the compared OMol25 structures with the same formula, charge and spin: 27.2 kcal per mole. Its spin multiplicity is 3. The gap between HOMO and LUMO (alpha / beta) is 6.96 / 9.35 eV. The expectation value of S² is 2.026. The value obtained for the HOMO energy (alpha / beta) is -6.98 / -11.36 eV. The electronic energy comes out at -8059.7658 eV. The LUMO energy (alpha / beta) comes out at -0.02 / -2.01 eV.

(2)
ORCA calculation (wB97M-V/def2-TZVPD) on a molecular structure, C2H2N4O in a non-equilibrium geometry.

The geometry in XYZ format:
```
9
Properties=species:S:1:pos:R:3:forces:R:3:nbo_charge:R:1
C 0.102 -0.241 -0.523 -0.79 -2.75 0.49 0.43
C -0.645 -0.376 0.607 -6.30 -1.41 -0.87 0.00
H -0.141 -0.466 -2.203 -0.58 -3.68 1.20 0.50
H -1.901 -0.813 0.420 4.17 0.99 0.90 0.21
N -0.317 0.155 1.676 3.20 2.11 3.10 -0.21
N 0.897 0.948 1.635 -2.15 0.14 -2.27 -0.03
N 1.285 1.327 0.424 1.49 0.56 4.62 -0.01
N 1.011 0.660 -0.634 -0.88 -0.91 -2.80 -0.28
O -0.291 -1.194 -1.403 1.84 4.95 -4.38 -0.61
```
Positions in Å, forces in eV/Å.

As for the energy above the lowest of the compared OMol25 structures with the same formula, charge and spin: 77.0 kcal per mole. The gap between HOMO and LUMO is 9.56 eV. The value obtained for the HOMO energy is -10.12 eV. The electronic energy comes out at -10108.9654 eV. The LUMO energy comes out at -0.56 eV.